(1)
A cluster of 8 separate species, C10H20Cl14O3 in total in a non-equilibrium geometry, computed with ωB97M-V/def2-TZVPD.

Cartesian coordinates (Å):
C -1.2970 0.0918 1.5365
O -0.0492 0.0866 0.8642
C -0.0940 -0.1003 -0.4498
O -1.0909 -0.3482 -1.0865
O 1.1358 0.0581 -0.9306
C 1.3062 -0.2741 -2.3085
H -1.7965 -0.8751 1.4829
H -1.9900 0.8074 1.0848
H -1.1474 0.3761 2.5713
H 0.5063 0.1652 -2.8945
H 1.3861 -1.3401 -2.5029
H 2.2526 0.1495 -2.6340
C 4.2654 -3.4889 -3.4895
Cl 4.0672 -1.7415 -3.6548
Cl 5.7999 -4.0456 -4.1311
H 4.2523 -3.7315 -2.4346
H 3.4496 -3.9609 -4.0205
C 2.1136 0.5764 3.1379
Cl 1.0054 1.2303 4.3471
Cl 2.6771 1.8122 2.0092
H 2.9593 0.1370 3.6502
H 1.5890 -0.1624 2.5437
C -1.5191 -2.0066 5.4912
Cl -2.6187 -3.0951 6.3202
Cl -1.2534 -2.4698 3.8198
H -1.9593 -1.0162 5.5280
H -0.5634 -1.9932 6.0009
C 1.1455 3.3854 -1.1185
Cl 1.3536 4.7456 -2.2185
Cl -0.5357 3.2413 -0.5370
H 1.4100 2.4772 -1.6448
H 1.7668 3.5358 -0.2455
C -0.8519 -3.8618 -0.6942
Cl -1.7039 -4.9391 -1.7981
Cl 0.8362 -3.5913 -1.1675
H -1.3393 -2.8924 -0.6710
H -0.8672 -4.3094 0.2927
C -1.4449 2.0870 -4.0833
Cl 0.2658 2.3300 -4.5315
Cl -2.1329 0.6538 -4.8491
H -1.4935 1.9367 -3.0112
H -1.9718 2.9779 -4.3959
C -3.4795 3.4134 2.0454
Cl -4.7513 4.6847 2.1489
Cl -3.0923 2.7428 3.6155
H -3.8985 2.6592 1.3928
H -2.6021 3.8822 1.6203

DFT total energy, Ha: -7061.42534
ΔE to the lowest compared entry with this formula, charge and spin, eV: 0.000
HOMO energy, Ha: -0.3996
Gap between HOMO and LUMO, eV: 11.21
LUMO energy, eV: 0.341

---

(2)
A cluster of 14 separate species, C56H154N14O14 in total in a non-equilibrium geometry, computed with ωB97M-V/def2-TZVPD.

Cartesian coordinates (Å):
C 9.5909 -0.0731 5.7956
C 8.2730 -0.6984 5.3497
C 7.0789 0.2980 5.2072
O 5.9475 -0.4921 4.8572
C 4.8685 0.3138 4.4420
N 8.5378 -1.2444 4.0191
H 9.9797 0.7229 5.1604
H 10.3656 -0.8257 5.9423
H 9.3717 0.4092 6.7482
H 7.9494 -1.4979 6.0162
H 7.2747 0.8915 4.3142
H 6.9051 1.0172 6.0077
H 4.0388 -0.3202 4.1291
H 5.1351 0.9493 3.5975
H 4.4042 0.9304 5.2115
H 7.6182 -1.3132 3.6071
H 9.1275 -0.7035 3.4030
C -0.1864 -7.6042 -3.3435
C -0.9729 -6.7572 -2.3374
C -0.8544 -5.2012 -2.6927
O -1.5668 -4.4267 -1.7544
C -1.4326 -2.9773 -1.9440
N -2.3137 -7.1578 -2.3268
H -0.2021 -8.6381 -2.9985
H 0.8795 -7.4080 -3.2273
H -0.3859 -7.4727 -4.4070
H -0.5402 -6.8951 -1.3465
H -1.3266 -5.1127 -3.6711
H 0.1634 -4.8262 -2.7999
H -0.4142 -2.6003 -1.8505
H -1.9527 -2.4492 -1.1448
H -1.8255 -2.6750 -2.9147
H -2.6610 -7.2408 -3.2716
H -2.8915 -6.4665 -1.8703
C 0.9750 -1.0740 6.6400
C -0.5300 -1.1157 6.5576
C -1.1831 -0.0010 5.6442
O -0.8059 1.3461 6.0497
C -1.5730 2.4240 5.4140
N -0.9755 -2.4082 6.1190
H 1.5767 -1.1536 5.7346
H 1.3618 -1.7034 7.4414
H 1.1892 -0.0523 6.9535
H -0.9099 -0.9327 7.5627
H -2.2595 -0.1724 5.6343
H -0.9142 -0.1056 4.5931
H -1.1676 3.2910 5.9357
H -2.6095 2.2570 5.7070
H -1.3737 2.4907 4.3445
H -1.9452 -2.2645 5.8760
H -0.5163 -2.7286 5.2784
C -2.0686 -2.8508 -6.2778
C -1.2250 -1.6462 -5.9090
C -0.1376 -1.4161 -6.9058
O 0.9773 -0.6630 -6.4395
C 2.0597 -0.4415 -7.3030
N -2.0194 -0.4239 -5.7375
H -1.4921 -3.7094 -6.6222
H -2.7266 -2.6890 -7.1316
H -2.7023 -3.1632 -5.4478
H -0.7507 -1.8508 -4.9492
H -0.5269 -1.2081 -7.9025
H 0.3019 -2.4018 -7.0590
H 1.7275 0.1323 -8.1682
H 2.5455 -1.3766 -7.5818
H 2.6915 0.2325 -6.7247
H -2.6666 -0.5081 -4.9666
H -1.3873 0.3625 -5.6907
C -3.4648 3.8439 -3.6091
C -3.5891 4.1802 -2.1479
C -3.5346 5.6460 -2.0224
O -2.3044 6.3212 -2.3560
C -1.1260 5.7349 -1.8245
N -4.8714 3.6592 -1.7010
H -4.2539 4.2412 -4.2475
H -3.4569 2.7711 -3.8013
H -2.4689 4.2161 -3.8499
H -2.8070 3.6625 -1.5927
H -3.6220 5.9070 -0.9678
H -4.3853 6.1652 -2.4636
H -1.2657 5.2943 -0.8373
H -0.3286 6.4740 -1.7470
H -0.7233 4.9857 -2.5061
H -5.5819 4.0579 -2.2980
H -5.1586 3.9417 -0.7748
C 6.4063 5.9552 4.9923
C 5.5816 4.6357 5.0070
C 4.8080 4.3948 3.6939
O 3.6546 5.2621 3.6305
C 2.5776 4.7922 2.7614
N 6.4754 3.5092 5.3125
H 6.7915 6.1309 5.9966
H 5.7335 6.7442 4.6562
H 7.2143 6.0184 4.2634
H 4.8916 4.7997 5.8347
H 4.4526 3.3842 3.4924
H 5.3471 4.5967 2.7683
H 2.5817 5.2533 1.7738
H 1.5976 5.1438 3.0841
H 2.3960 3.7211 2.6720
H 6.9046 3.5645 6.2251
H 7.2916 3.4922 4.7179
C -5.1445 -2.6874 7.5013
C -4.8861 -1.3630 6.7781
C -4.9206 -1.4194 5.2625
O -3.6664 -2.0352 4.9085
C -3.3967 -2.1268 3.5480
N -5.7949 -0.3231 7.3235
H -4.9523 -2.5115 8.5597
H -4.4794 -3.4498 7.0956
H -6.1505 -3.0726 7.3349
H -3.9194 -1.0456 7.1690
H -4.9076 -0.4148 4.8397
H -5.8420 -1.9322 4.9867
H -3.2571 -1.0931 3.2318
H -4.2293 -2.5986 3.0262
H -2.4448 -2.6283 3.3734
H -6.6443 -0.3622 6.7785
H -5.4068 0.5540 7.0069
C 5.5320 -2.5645 1.1877
C 4.6499 -1.3372 0.9776
C 5.4059 -0.0601 0.8974
O 4.4310 0.9452 0.8602
C 4.9368 2.2158 0.5666
N 3.7185 -1.5063 -0.1385
H 4.9410 -3.4736 1.2983
H 5.9771 -2.4955 2.1803
H 6.2455 -2.6766 0.3713
H 3.9720 -1.1808 1.8167
H 6.0349 -0.0169 0.0083
H 6.0962 0.1035 1.7249
H 5.3782 2.6968 1.4395
H 4.2150 2.9150 0.1444
H 5.6508 2.1492 -0.2543
H 3.1564 -2.3128 0.0930
H 3.0817 -0.7278 -0.0455
C -3.7965 1.7301 1.4523
C -4.5467 0.7570 0.5842
C -6.0503 1.0926 0.4160
O -6.7892 0.8043 1.6151
C -6.8751 -0.5694 1.9001
N -3.8791 0.8056 -0.7283
H -4.2784 1.6740 2.4284
H -3.8061 2.7966 1.2273
H -2.7432 1.4506 1.4778
H -4.4469 -0.2339 1.0271
H -6.5654 0.5255 -0.3594
H -6.2511 2.1437 0.2085
H -6.0206 -0.9690 2.4463
H -7.0000 -1.0436 0.9266
H -7.8340 -0.7565 2.3833
H -3.9842 1.6817 -1.2198
H -2.8955 0.6403 -0.5694
C 2.2513 -4.3885 4.5048
C 1.7456 -3.5494 3.3305
C 1.7809 -4.2668 1.9383
O 1.5316 -3.2725 0.9045
C 1.4116 -3.9773 -0.3408
N 0.3671 -3.2886 3.7430
H 3.3166 -4.6186 4.4876
H 1.7002 -5.3286 4.5292
H 2.0976 -3.9882 5.5069
H 2.3602 -2.6501 3.3715
H 1.1053 -5.1222 1.9387
H 2.8142 -4.5762 1.7809
H 1.6162 -3.3741 -1.2252
H 0.4337 -4.4567 -0.3847
H 2.1022 -4.8153 -0.4356
H 0.0190 -2.5033 3.2118
H -0.1181 -4.0768 3.3387
C -5.9631 0.7006 -4.0034
C -5.5100 -0.7366 -3.7001
C -5.5306 -1.7890 -4.8898
O -6.7795 -1.7331 -5.5742
C -7.8175 -2.4451 -4.8887
N -4.1341 -0.6078 -3.3615
H -6.4097 1.2505 -3.1750
H -6.6279 0.5900 -4.8601
H -5.2459 1.4363 -4.3672
H -6.0200 -1.1669 -2.8382
H -5.2500 -2.7899 -4.5619
H -4.7496 -1.4994 -5.5929
H -8.1709 -2.0011 -3.9581
H -7.4702 -3.4301 -4.5770
H -8.5547 -2.6406 -5.6675
H -3.9769 -1.5769 -3.1242
H -4.0754 -0.1745 -2.4511
C 1.3564 3.3613 -6.3565
C -0.1333 2.9951 -5.9919
C -0.9949 2.6862 -7.2682
O -0.9052 3.8347 -8.0741
C -1.7253 3.6948 -9.2159
N -0.0645 1.8329 -5.1960
H 1.8937 3.7317 -5.4835
H 1.2060 4.1524 -7.0911
H 1.9122 2.5354 -6.8005
H -0.6832 3.7647 -5.4502
H -2.0075 2.3979 -6.9858
H -0.6962 1.7734 -7.7835
H -1.4958 2.7484 -9.7055
H -1.4305 4.4923 -9.8979
H -2.7957 3.7012 -9.0103
H 0.3790 1.0203 -5.5998
H 0.5197 2.0444 -4.3996
C 1.2293 0.3460 2.4580
C -0.0357 0.2033 1.6918
C 0.1488 0.6771 0.2407
O -1.0248 0.3183 -0.5290
C -1.0254 1.0224 -1.7397
N -0.3433 -1.2189 1.7870
H 1.0178 0.4896 3.5176
H 1.7822 1.2678 2.2778
H 1.9546 -0.4559 2.3200
H -0.8960 0.6931 2.1480
H 0.9687 0.0847 -0.1656
H 0.3296 1.7518 0.2602
H -1.2671 2.0767 -1.6045
H -1.8490 0.7011 -2.3773
H -0.1282 0.8600 -2.3369
H -1.0024 -1.4245 1.0498
H 0.4462 -1.7882 1.5175
C 1.7811 -0.8707 -3.2756
C 3.0225 -0.0769 -3.4345
C 2.9738 1.2233 -2.5995
O 1.8998 2.0700 -3.0008
C 1.9591 3.4345 -2.5796
N 4.1398 -0.8742 -2.9688
H 0.9137 -0.3229 -3.6439
H 1.4359 -0.9996 -2.2498
H 1.8031 -1.8268 -3.7986
H 3.2133 0.1421 -4.4851
H 3.9805 1.6257 -2.7126
H 2.8429 1.0728 -1.5279
H 2.8737 3.9146 -2.9276
H 1.9566 3.4254 -1.4897
H 1.1205 3.9745 -3.0193
H 3.9539 -1.2667 -2.0570
H 4.9385 -0.2733 -2.8236

DFT total energy, Ha: -4045.55215
ΔE to the lowest compared entry with this formula, charge and spin, eV: 5.517
HOMO energy, Ha: -0.3007
Gap between HOMO and LUMO, eV: 8.34
LUMO energy, eV: 0.153